1.
One molecule with the formula C3H7NO. Source: the OMol25 dataset; level of theory: wB97M-V/def2-TZVPD.

Properties
energy above the lowest of the compared OMol25 structures with the same formula, charge and spin = 0.229 eV
M = 73.09 g/mol
E_HOMO = -9.7 eV
SMILES = CNC(C)=O

Structure (ORCA input):
```
! RIJCOSX wB97M-V def2-TZVPD def2/J DEFGRID3
* xyz 0 1
C 1.715 0.524 -0.570
N 0.697 -0.115 0.237
C -0.639 0.086 0.067
C -1.507 -0.713 1.028
O -1.105 0.836 -0.774
H 1.353 1.502 -0.890
H 1.970 -0.060 -1.464
H 2.621 0.656 0.029
H 0.971 -0.793 0.926
H -2.016 -1.509 0.476
H -2.269 -0.052 1.444
H -0.947 -1.169 1.852
*
```



2.
A 3-piece molecular cluster, C5H16N3 overall. Source: the OMol25 dataset; level of theory: wB97M-V/def2-TZVPD.

Properties
energy above the lowest of the compared OMol25 structures with the same formula, charge and spin = 4.882 eV
M = 118.20 g/mol
E_HOMO = -13.1 eV

Structure (ORCA input):
```
! RIJCOSX wB97M-V def2-TZVPD def2/J DEFGRID3
* xyz 1 1
C -0.415 2.520 -0.812
C 3.891 0.334 1.041
C 0.075 -2.080 -1.214
C -0.761 1.222 -0.023
C 2.904 0.367 1.880
N -3.763 -0.519 1.648
N -0.504 -0.985 -0.491
N -0.054 0.162 -0.546
H -0.057 2.407 -1.814
H -1.104 3.343 -0.701
H 0.432 2.994 -0.175
H 4.344 1.099 0.379
H 4.346 -0.577 0.782
H -3.959 0.479 1.530
H 1.030 -1.811 -1.487
H 0.103 -2.993 -0.552
H -0.609 -2.298 -2.070
H -1.895 1.182 0.053
H -0.442 1.431 1.001
H 2.240 1.361 2.045
H 2.560 -0.457 2.473
H -4.693 -0.879 1.513
H -3.463 -0.697 2.583
H -1.460 -1.145 -0.040
*
```



3.
A 2-piece molecular cluster, C2H7O overall. Source: the OMol25 dataset; level of theory: wB97M-V/def2-TZVPD.

Properties
energy above the lowest of the compared OMol25 structures with the same formula, charge and spin = 0.223 eV
M = 47.08 g/mol
E_HOMO = -2.1 eV

Structure (ORCA input):
```
! RIJCOSX wB97M-V def2-TZVPD def2/J DEFGRID3
* xyz -1 1
O 2.690 0.594 -0.996
H 3.604 0.638 -1.315
C -1.235 -0.705 0.071
C -0.248 0.380 0.478
H -1.028 -1.328 -0.788
H -2.212 -0.249 -0.170
H -1.543 -1.376 0.865
H 0.539 0.589 -0.239
H -0.761 1.331 0.656
H 0.193 0.126 1.438
*
```



4.
A 2-piece molecular cluster, C6H12N2 overall. Source: the OMol25 dataset; level of theory: wB97M-V/def2-TZVPD.

Properties
energy above the lowest of the compared OMol25 structures with the same formula, charge and spin = 0.994 eV
M = 112.18 g/mol
E_HOMO = -8.4 eV
SMILES = Cc1c[nH]cn1.CC

Structure (ORCA input):
```
! RIJCOSX wB97M-V def2-TZVPD def2/J DEFGRID3
* xyz 0 1
C 0.702 1.506 -1.712
C -0.245 0.527 -1.171
C -1.200 0.793 -0.174
N -1.628 -0.458 0.202
C -0.964 -1.419 -0.566
N -0.122 -0.788 -1.346
H 0.240 2.014 -2.569
H 1.583 0.901 -1.980
H 1.018 2.336 -1.108
H -1.814 1.633 0.080
H -2.444 -0.709 0.735
H -1.241 -2.449 -0.416
C 2.032 0.110 1.713
C 0.721 -0.502 2.145
H 2.045 0.216 0.635
H 2.213 1.034 2.261
H 2.804 -0.703 1.815
H 0.616 -1.164 2.990
H 0.433 -1.308 1.450
H -0.080 0.215 2.141
*
```